Record 1
The following is a DFT calculation (ωB97M-V/def2-TZVPD) of C4H7Br3 as an isolated structure.

Properties
- LUMO level (eV) = 0.536
- relative energy (zero: lowest compared OMol25 entry of this formula, charge and spin) (kcal per mole) = 0.0

Last column: Löwdin charge in e.
Element x y z (Å)
C -1.628 -1.179 0.343  -0.22
C 1.671 1.189 -0.150  -0.25
C -0.151 -0.964 0.282  -0.73
C 0.210 0.900 -0.266  -1.25
Br 0.740 -2.007 -1.063  0.67
Br -0.849 1.958 0.979  0.66
Br -0.481 1.080 -2.053  0.66
H -2.126 -0.737 -0.520  0.05
H -2.036 -0.748 1.255  0.06
H -1.847 -2.248 0.334  0.07
H 2.232 0.573 -0.849  0.05
H 1.866 2.239 -0.378  0.08
H 2.015 0.990 0.865  0.08
H 0.385 -1.047 1.221  0.07

---

Record 2
The following is a DFT calculation (ωB97M-V/def2-TZVPD) of C27H57IrNO5P2Si as an isolated structure.

Properties
- LUMO level (spin up / spin down) (eV) = 0.408 / -1.468
- multiplicity = 6
- relative energy (zero: lowest compared OMol25 entry of this formula, charge and spin) (kcal per mole) = 0.0
- ⟨S²⟩ = 8.815

Last column: Löwdin charge in e.
Element x y z (Å)
Ir 0.017 -1.212 -1.492  1.11
P 2.354 -1.500 -1.904  0.71
P -2.366 -1.215 -1.728  0.74
N 0.057 -0.184 -2.935  -0.24
H 0.912 -2.301 -0.869  -0.05
C 2.711 -3.005 -2.855  -0.23
H 3.792 -3.190 -2.822  0.06
H 2.383 -2.863 -3.894  0.05
H 2.163 -3.845 -2.415  0.01
C 3.330 -1.464 -0.387  -0.24
H 4.389 -1.572 -0.651  0.06
H 3.021 -2.285 0.270  0.05
H 3.166 -0.507 0.119  0.03
C 3.095 -0.140 -2.881  -0.23
H 4.191 -0.162 -2.771  0.05
H 2.738 0.836 -2.530  0.05
H 2.853 -0.233 -3.947  0.05
C -3.142 -2.518 -2.749  -0.25
H -4.243 -2.437 -2.691  0.05
H -2.818 -3.490 -2.353  0.03
H -2.845 -2.413 -3.808  0.04
C -3.239 -0.957 -0.157  -0.24
H -4.315 -0.822 -0.338  0.05
H -2.848 -0.068 0.347  0.03
H -3.070 -1.831 0.473  0.03
C -2.925 0.307 -2.629  -0.25
H -4.012 0.440 -2.497  0.05
H -2.721 0.243 -3.708  0.04
H -2.424 1.205 -2.240  0.02
C 0.057 0.578 -4.019  -0.41
C 0.041 0.751 -6.424  -0.11
C 0.017 -0.054 -5.317  -0.03
C 0.126 2.002 -3.883  -0.02
C 0.128 2.780 -5.026  -0.07
C 0.094 2.134 -6.278  -0.09
H 0.009 0.294 -7.429  0.11
H 0.001 -1.150 -5.338  0.11
H 0.207 2.410 -2.871  0.10
H 0.148 3.866 -4.952  0.11
H 0.087 2.749 -7.178  0.10
C -0.292 -3.683 -0.057  -0.71
O -1.509 -3.355 -0.269  -0.20
C 0.345 -4.862 -0.782  -0.10
H 0.165 -5.743 -0.125  0.08
H 1.434 -4.720 -0.950  0.04
H -0.157 -4.961 -1.771  0.08
C 0.197 -3.578 1.387  -0.08
H -0.627 -4.146 1.867  0.08
H 0.210 -2.515 1.684  0.05
H 1.199 -4.023 1.559  0.07
C -0.356 -1.198 4.727  -0.03
C -1.248 -0.578 3.658  -0.61
C -2.457 -1.484 3.469  -0.03
C -1.709 0.802 4.094  -0.03
O -0.487 -0.496 2.422  -0.10
Si -0.083 0.662 1.355  -0.08
O 0.226 0.105 -0.086  -0.44
O -1.317 1.741 1.283  -0.11
C -1.431 3.166 1.026  -0.62
C -1.576 3.440 -0.466  -0.03
C -2.690 3.660 1.730  -0.04
C -0.237 3.934 1.570  -0.04
O 1.244 1.381 1.908  -0.09
C 2.441 1.401 2.705  -0.63
C 3.555 2.103 1.939  -0.03
C 2.203 2.183 3.982  -0.03
C 2.865 -0.009 3.044  -0.01
H -0.904 -1.361 5.672  0.09
H 0.476 -0.526 4.962  0.07
H 0.040 -2.161 4.371  0.09
H -3.030 -1.604 4.407  0.10
H -3.141 -1.048 2.735  0.07
H -2.139 -2.470 3.106  0.08
H -0.868 1.494 4.220  0.08
H -2.443 1.255 3.416  0.08
H -2.184 0.692 5.074  0.09
H -2.479 2.967 -0.868  0.08
H -1.660 4.523 -0.660  0.10
H -0.707 3.077 -1.025  0.07
H -2.603 3.492 2.808  0.08
H -2.890 4.737 1.591  0.09
H -3.561 3.113 1.345  0.09
H -0.103 3.812 2.651  0.08
H 0.705 3.687 1.063  0.09
H -0.432 5.003 1.416  0.09
H 3.256 3.131 1.707  0.09
H 4.507 2.131 2.497  0.10
H 3.745 1.581 0.999  0.07
H 1.427 1.707 4.593  0.07
H 3.116 2.200 4.596  0.09
H 1.901 3.210 3.742  0.08
H 2.073 -0.511 3.612  0.07
H 3.118 -0.567 2.136  0.06
H 3.752 0.035 3.688  0.10

---

Record 3
The following is a DFT calculation (ωB97M-V/def2-TZVPD) of one molecule with the formula C24H33F2NO9P2S2.

Properties
- LUMO level (eV) = 0.145
- relative energy (zero: lowest compared OMol25 entry of this formula, charge and spin) (kcal per mole) = 0.0

Last column: Löwdin charge in e.
Element x y z (Å)
C 1.335 2.892 3.337  0.19
C 0.914 1.867 2.886  -0.12
C 0.409 0.612 2.299  -0.41
S -0.310 -0.275 3.816  0.71
O -0.833 -1.560 3.520  -0.21
O 0.746 -0.209 4.771  -0.22
F -1.435 0.694 4.321  -0.13
O 1.542 -0.169 2.001  -0.17
S 1.497 -1.290 0.817  0.72
O 0.738 -2.407 1.281  -0.22
O 2.869 -1.560 0.533  -0.21
C 0.626 -0.558 -0.637  -0.36
C -0.496 -1.490 -0.885  -0.14
C -1.520 -2.074 -1.095  0.18
C 1.497 -0.575 -1.911  -0.11
C 2.195 -1.883 -2.262  -0.22
C 1.499 -3.002 -2.712  -0.03
C 2.137 -4.183 -3.053  -0.03
C 3.525 -4.301 -2.969  -0.27
C 4.196 -5.598 -3.319  -0.05
C 4.229 -3.176 -2.556  -0.03
C 3.580 -2.001 -2.212  -0.04
C 0.054 0.903 -0.261  -0.40
C -1.019 1.184 -1.357  -0.13
C -1.285 2.559 -2.005  -0.40
C -1.372 3.879 -1.252  -0.06
O -0.361 2.749 -3.104  -0.08
P 1.336 2.313 -0.354  1.03
P 3.432 2.002 0.093  0.26
O 3.950 3.335 -0.306  -0.34
O 3.789 1.688 1.602  -0.13
O 4.235 0.865 -0.710  -0.16
C -0.612 0.879 1.151  -0.37
F -1.536 -0.159 1.217  0.04
C -1.424 2.133 1.534  -0.10
C -2.906 2.177 1.084  -0.17
C -3.914 1.488 2.031  -0.17
C -4.511 0.164 1.482  -0.19
C -4.206 -1.061 2.347  -0.29
N -5.281 -1.290 3.332  -0.01
H 1.780 3.642 3.948  0.06
H -2.374 -2.680 -1.283  0.06
H 0.840 -0.396 -2.765  0.13
H 2.225 0.229 -1.949  0.08
H 0.422 -2.969 -2.813  0.10
H 1.561 -5.041 -3.379  0.11
H 4.706 -5.570 -4.283  0.08
H 4.945 -5.861 -2.567  0.08
H 3.485 -6.423 -3.342  0.07
H 5.311 -3.221 -2.500  0.12
H 4.207 -1.174 -1.908  0.09
H -0.790 0.591 -2.241  0.11
H -1.938 0.711 -1.017  0.10
H -2.266 2.443 -2.482  0.14
H -2.339 4.052 -0.783  0.07
H -1.290 4.663 -2.009  0.09
H -0.588 4.090 -0.530  0.03
H -0.797 2.491 -3.918  0.09
H 1.471 2.433 -1.749  -0.01
H 3.970 2.511 2.071  0.09
H 4.362 1.231 -1.597  0.09
H -0.866 3.025 1.260  0.09
H -1.512 2.189 2.619  0.10
H -3.083 1.893 0.051  0.09
H -3.151 3.242 1.136  0.11
H -3.497 1.346 3.028  0.10
H -4.750 2.181 2.155  0.10
H -4.065 -0.020 0.502  0.09
H -5.594 0.229 1.378  0.11
H -3.246 -0.938 2.854  0.07
H -4.112 -1.955 1.728  0.11
H -5.007 -2.036 3.962  0.06
H -5.329 -0.469 3.931  0.06

---

Which formula does entry 3 have? C24H33F2NO9P2S2

---

What is the relative energy (zero: lowest compared OMol25 entry of this formula, charge and spin) in the second record? 0.0 kcal per mole

---

What is the formula in the second record? C27H57IrNO5P2Si